(1)
Here is one molecule with the formula C2O2S from OMol25. Energies are from ωB97M-V with the def2-TZVPD basis set.

- HOMO-LUMO gap: 8.94 eV
- Structure (SMILES): O=c1sc1=O
- Net charge: 0

```
5
Properties=species:S:1:pos:R:3:forces:R:3:mulliken_charge:R:1
O 1.468695 -0.660019 0.936730 0.9010 -0.8804 0.0614 -0.35
C 0.642516 -0.157328 0.289318 -0.0744 0.9817 0.6731 0.43
S -0.147380 1.520871 0.290538 -0.3192 -0.3118 -0.6691 -0.08
C -0.546170 -0.037596 -0.489132 -1.5418 -0.8998 -0.3359 0.42
O -1.417662 -0.665928 -1.027454 1.0344 1.1103 0.2705 -0.43
```
Forces are in eV/Å.

(2)
Here is C33H26ErN2O9PS3 as an isolated structure from OMol25. Energies are from ωB97M-V with the def2-TZVPD basis set.

- Multiplicity: 4
- ⟨S²⟩: 3.7520
- HOMO-LUMO gap (spin up / spin down): 8.52 / 8.52 eV
- Net charge: 0

```
75
Properties=species:S:1:pos:R:3:forces:R:3:mulliken_charge:R:1
Er 0.351158 -0.412347 -0.755453 0.6059 0.2292 -0.4909 1.41
O 1.202364 3.575167 0.310498 -0.0570 -0.0832 -0.2440 -0.74
S 0.475560 2.496002 -0.295612 0.2003 1.5490 0.8829 1.58
O 1.304026 1.635647 -1.156322 0.2983 0.3014 -0.0344 -0.63
O -0.245791 1.621493 0.643409 0.2855 -0.0682 -0.3802 -0.22
C -0.959283 3.256891 -1.079891 0.1403 -0.0088 0.1004 0.10
C -1.115815 4.618184 -0.873570 0.1925 -0.1075 -0.0874 -0.77
C -2.339481 5.224553 -1.118980 -0.1276 -0.0306 -0.0492 -0.59
C -3.417875 4.469305 -1.552738 0.0529 0.1134 0.0229 -0.68
C -3.263950 3.109344 -1.779880 0.0990 -0.1132 -0.0332 -0.58
C -2.041504 2.507248 -1.537280 0.0103 -0.1664 -0.0614 -0.51
S -1.861068 0.789711 -1.966802 -1.6256 0.5998 -1.5078 1.47
O -2.972477 0.467866 -2.824091 0.0557 0.0560 0.2753 -0.70
O -0.553810 0.735556 -2.633744 -0.0993 -0.0801 0.2251 -0.49
O -1.795077 -0.041702 -0.748171 -0.8659 -0.0005 0.1453 -0.47
H -0.271363 5.175321 -0.493056 -0.0508 0.0380 0.0212 0.57
H -2.449964 6.287043 -0.947689 -0.0122 0.0035 -0.0135 0.41
H -4.379805 4.934862 -1.720677 0.0076 0.0137 -0.0191 0.41
H -4.072028 2.498544 -2.157916 -0.0241 0.0428 0.0128 0.52
O 2.113508 -3.840102 -0.002381 -0.1045 0.0915 0.1722 -0.80
S 1.446148 -2.684720 0.541036 0.8430 -1.2663 0.3095 1.48
O 0.069899 -2.494894 0.037269 -0.0274 -0.5736 0.1454 -0.63
O 2.164406 -1.410635 0.295187 0.2352 -0.3121 0.2200 -0.56
C 1.338553 -2.897242 2.297395 -0.1309 0.1656 -0.2038 0.26
C 1.723465 -4.098770 2.865606 0.1028 -0.1196 -0.1027 -0.49
C 1.599464 -4.263199 4.235512 -0.0109 0.0473 -0.0471 -0.73
C 1.086113 -3.228800 5.006168 0.0278 -0.0479 0.0588 -0.73
C 0.698362 -2.033505 4.420011 -0.0001 0.0300 -0.0319 -0.26
C 0.823835 -1.843280 3.047526 -0.1496 -0.0651 -0.1268 -0.63
P 0.370782 -0.301262 2.129975 0.2718 0.3141 1.6311 1.43
C 1.770389 0.742293 2.745490 -0.0465 0.0221 -0.1093 1.01
C 1.816677 1.166552 4.073092 -0.0141 0.0016 0.0034 0.02
C 2.844993 1.977236 4.524701 -0.0003 -0.0133 0.0681 -0.88
C 3.848601 2.377435 3.654992 0.0222 0.0102 -0.0237 -0.69
C 3.828658 1.939439 2.342342 0.0682 -0.0044 -0.0620 -0.85
C 2.803660 1.121559 1.891682 -0.1361 -0.0389 0.1519 -0.26
C -1.033839 0.310901 3.137084 -0.1767 -0.1290 -0.2385 0.41
C -1.226281 1.665776 3.405945 0.0447 -0.0950 0.0099 -0.39
C -2.382842 2.094882 4.036556 -0.0029 0.0227 0.0119 -0.97
C -3.364202 1.183472 4.402120 0.0026 0.0651 0.0098 -0.51
C -3.187479 -0.163452 4.129310 -0.0415 -0.0470 0.0086 -0.80
C -2.034377 -0.594194 3.490787 0.1139 0.0186 -0.0299 -0.61
H 2.108818 -4.883372 2.227943 0.0081 0.0090 0.0451 0.56
H 1.898191 -5.195305 4.695720 -0.0071 0.0026 0.0143 0.41
H 0.986277 -3.358718 6.076526 -0.0134 0.0241 -0.0057 0.42
H 0.283699 -1.244564 5.033879 -0.0028 -0.0224 0.0057 0.31
H 1.033341 0.878756 4.762085 -0.0100 0.0347 -0.0001 0.20
H 2.860790 2.301321 5.557886 -0.0235 0.0020 -0.0067 0.44
H 4.640173 3.031668 3.997128 0.0081 -0.0211 0.0209 0.39
H 4.608301 2.241096 1.654664 -0.0096 -0.0013 0.0047 0.44
H 2.820527 0.775268 0.872484 0.0017 0.0520 -0.1432 0.31
H -0.471920 2.384242 3.118731 0.0101 0.0293 -0.0391 0.51
H -2.519959 3.150301 4.236056 0.0012 -0.0093 0.0117 0.44
H -4.266132 1.527852 4.892118 0.0026 -0.0202 0.0055 0.41
H -3.951315 -0.878459 4.407782 0.0116 -0.0093 -0.0238 0.42
H -1.901168 -1.645140 3.261087 -0.0820 -0.0163 0.0286 0.49
N -0.605461 -1.992580 -2.684814 -0.2583 -0.0047 -0.2628 -0.45
C -0.786788 -1.774475 -3.798867 0.1283 -0.4665 0.2707 0.31
C -0.879804 -1.558482 -5.206603 -0.0718 0.1130 -0.4063 0.64
C 0.013989 -2.230043 -6.044792 -0.0628 0.0407 0.1239 -0.31
C -0.036920 -2.013454 -7.408773 0.0298 -0.0211 -0.0354 -0.71
C -0.972906 -1.133858 -7.936053 0.0161 -0.0115 0.0012 -0.34
C -1.857817 -0.466362 -7.101331 -0.0309 0.0202 -0.0378 -0.74
C -1.820338 -0.672054 -5.732798 0.0972 -0.1037 0.1572 -0.38
H 0.737734 -2.912608 -5.619226 0.0034 0.0112 -0.0264 0.28
H 0.656824 -2.526215 -8.061542 -0.0149 -0.0083 0.0017 0.40
H -1.008787 -0.970105 -9.005292 -0.0079 0.0201 0.0106 0.39
H -2.578933 0.221891 -7.521345 -0.0108 -0.0042 0.0248 0.40
H -2.489932 -0.162509 -5.055425 -0.0534 0.0650 0.0085 0.63
C 2.565385 -3.561361 -3.071568 0.0055 -0.2646 0.0635 -1.10
C 2.288226 -2.189579 -2.718094 0.2311 0.4702 -0.1826 0.88
N 2.058754 -1.104331 -2.423030 0.0919 -0.2655 -0.1681 -0.43
H 1.752613 -3.954338 -3.681538 0.0087 0.0122 0.0163 0.25
H 2.613403 -4.117549 -2.134521 0.0289 -0.0812 -0.0594 0.22
H 3.508828 -3.641141 -3.607918 -0.0012 0.0602 -0.0073 0.40
```
Forces are in eV/Å.

no.,strongest force on any atom (eV/Å)
1,1.82
2,2.30